This record from OMol25 describes one molecule with the formula C5H8O5. The level of theory is wB97M-V/def2-TZVPD.

As for the largest force on an atom: 0.016 hartree/bohr. The electronic energy is -15548.5071 eV. As for the SMILES: CCOOC(=O)OCC=O. The calculation puts the energy above the lowest of the compared OMol25 structures with the same formula, charge and spin at 4.2646 eV. Its net charge is 0. For the HOMO energy, the calculation gives -10.48 eV.

XYZ file:
```
18
Properties=species:S:1:pos:R:3:forces:R:3:mulliken_charge:R:1
C -2.2658 0.4948 -0.0688 0.08 0.00 0.15 -1.00
C -1.6478 -0.8953 -0.2190 -0.25 -0.06 -0.09 -0.13
O -0.7370 -1.0720 0.8779 0.18 0.08 -0.08 -0.23
O 0.1468 -2.1360 0.5047 -0.11 0.07 -0.08 -0.24
C 1.3708 -1.6679 0.1198 -0.15 0.12 0.82 0.65
O 2.0683 -2.3401 -0.5567 0.30 -0.31 -0.57 -0.48
O 1.7106 -0.5001 0.6944 -0.43 0.11 -0.13 -0.30
C 1.9175 0.5911 -0.2017 0.16 -0.03 -0.09 -0.25
C 1.4033 1.8536 0.4552 0.02 -0.28 0.20 -0.08
O 1.3834 2.8962 -0.1261 -0.01 0.42 -0.23 -0.47
H -1.7014 1.0723 0.6705 -0.04 -0.06 -0.11 0.28
H -3.2980 0.4373 0.2796 0.10 0.05 -0.07 0.31
H -2.2324 1.0440 -1.0119 -0.08 -0.08 0.10 0.29
H -1.1012 -1.0061 -1.1612 0.02 0.08 0.14 0.24
H -2.4141 -1.6773 -0.1792 0.17 0.03 -0.05 0.37
H 1.3705 0.4506 -1.1413 0.11 -0.02 0.10 0.28
H 2.9822 0.6999 -0.4342 -0.12 0.01 0.01 0.36
H 1.0444 1.7548 1.4979 0.04 -0.12 -0.03 0.40
```
Forces are in eV/Å.


This record from OMol25 describes a 2-piece molecular cluster, C2H6Cl3PSi overall. The level of theory is wB97M-V/def2-TZVPD.

As for the largest force on an atom: 0.057 hartree/bohr. The electronic energy is -56905.2925 eV. The calculation puts the energy above the lowest of the compared OMol25 structures with the same formula, charge and spin at 3.4952 eV. Its net charge is 0. For the HOMO energy (spin up / spin down), the calculation gives -7.82 / -6.55 eV.

XYZ file:
```
13
Properties=species:S:1:pos:R:3:forces:R:3:mulliken_charge:R:1
C 0.5101 0.1295 -1.6802 -0.59 -2.18 1.85 -0.92
C -0.6561 0.1375 1.3748 0.18 0.74 -0.23 -0.80
Si -0.4261 0.9877 -0.2946 -1.87 -1.16 -0.29 0.28
P -4.2067 0.1121 -0.9694 0.74 0.48 -1.23 0.23
Cl -0.2134 2.9912 -0.2512 0.44 0.76 0.23 -0.25
Cl -4.3521 -1.7945 -0.3656 0.01 -0.98 0.24 -0.18
Cl -4.5510 1.0605 0.7447 -0.24 0.68 1.09 -0.16
H 0.9583 0.8353 -2.2819 0.74 1.65 -1.58 0.33
H 1.3193 -0.6185 -1.4287 -1.09 0.60 -0.02 0.32
H -0.3635 -0.3459 -2.1779 0.95 0.00 -0.10 0.28
H 0.3849 -0.1279 1.5499 0.27 0.20 1.03 0.34
H -1.1534 0.8198 2.1597 0.90 -1.44 -1.22 0.24
H -1.1053 -0.8550 1.1985 -0.44 0.65 0.23 0.29
```
Forces are in eV/Å.


This record from OMol25 describes C18H39AuN2O8P2S2 as an isolated structure. The level of theory is wB97M-V/def2-TZVPD.

As for the largest force on an atom: 0.012 hartree/bohr. The electronic energy is -82601.1506 eV. The expectation value of S² is 2.019. Its net charge is 0. As for the spin multiplicity: 3. For the HOMO energy (spin up / spin down), the calculation gives -8.44 / -8.47 eV.

XYZ file:
```
72
Properties=species:S:1:pos:R:3:forces:R:3:mulliken_charge:R:1
Au 0.4961 0.8797 -1.0211 -0.21 -0.43 0.13 0.55
C 0.0758 2.8247 3.0413 -0.02 0.04 -0.04 -1.87
C 0.3408 2.5031 1.6054 0.03 0.34 0.03 0.22
N 0.4959 1.3121 1.1884 -0.10 0.19 -0.49 1.01
O 0.3766 0.3120 2.1116 -0.03 -0.31 0.01 -0.64
C 0.4714 3.6078 0.6317 -0.03 -0.15 0.22 0.51
C 0.6512 5.0321 1.0729 -0.12 -0.07 0.04 -1.55
N 0.4182 3.3131 -0.6176 -0.02 0.48 0.20 0.58
O 0.4832 4.0217 -1.6030 0.01 0.00 -0.13 -0.56
H -0.2377 1.9334 3.5737 -0.01 0.03 0.02 0.46
H -0.7038 3.5835 3.1109 0.03 0.00 -0.01 0.47
H 0.9799 3.2169 3.5125 -0.01 0.02 -0.02 0.37
H 1.0285 -0.3362 1.7917 0.08 -0.13 0.02 0.11
H 1.3336 5.0979 1.9205 -0.03 0.00 -0.02 0.36
H -0.3111 5.4638 1.3659 0.07 -0.02 0.00 0.32
H 1.0509 5.6218 0.2520 0.01 -0.01 0.00 0.47
C 3.8158 -1.1358 3.2017 -0.04 -0.11 0.03 -1.71
C 3.9966 -0.1223 2.0875 -0.07 0.14 -0.04 1.37
C 3.5567 1.2696 2.5326 -0.03 0.06 -0.09 -1.51
C 5.4501 -0.0920 1.6306 -0.12 -0.06 -0.19 -1.80
O 3.0701 -0.5716 1.0409 0.17 -0.06 0.17 0.85
P 3.1855 -0.2607 -0.5463 -0.21 -0.05 -0.05 0.67
O 4.4751 -0.6141 -1.1399 0.18 0.01 0.12 -0.85
O 2.6207 1.1501 -0.7759 -0.17 -0.10 -0.19 -0.77
O 1.9482 -1.1801 -1.0497 0.28 -0.23 -0.01 -0.31
C 1.7818 -2.6333 -0.9750 0.09 0.02 0.07 1.73
C 0.9072 -2.9166 0.2376 -0.06 0.08 0.05 -1.06
C 3.1213 -3.3497 -0.8701 0.05 0.14 0.03 -1.71
C 1.0696 -3.0170 -2.2597 -0.02 0.06 -0.08 -1.51
H 4.4279 -0.8631 4.0643 -0.05 -0.01 -0.04 0.45
H 4.1169 -2.1280 2.8574 -0.01 0.05 0.05 0.39
H 2.7691 -1.1767 3.5164 0.06 0.00 0.01 0.27
H 4.2885 1.6859 3.2271 -0.02 -0.02 0.01 0.55
H 2.5839 1.2344 3.0308 0.09 -0.02 -0.05 0.25
H 3.4856 1.9264 1.6617 0.02 -0.01 0.07 0.36
H 6.0728 0.1648 2.4888 -0.01 -0.02 0.01 0.49
H 5.6097 0.6479 0.8468 0.00 -0.01 0.02 0.43
H 5.7610 -1.0595 1.2374 -0.02 0.02 0.01 0.36
H 1.4408 -2.6657 1.1585 -0.04 -0.03 -0.05 0.13
H 0.6401 -3.9754 0.2689 0.01 0.05 0.02 0.53
H -0.0147 -2.3264 0.1801 0.07 -0.07 0.01 0.01
H 3.6466 -3.0727 0.0467 -0.04 -0.03 -0.06 0.15
H 3.7632 -3.0996 -1.7145 -0.02 -0.02 0.04 0.40
H 2.9412 -4.4257 -0.8581 -0.01 0.00 0.00 0.52
H 0.1128 -2.4959 -2.3386 0.03 -0.02 0.01 0.18
H 0.8842 -4.0930 -2.2741 0.00 0.04 -0.01 0.42
H 1.6846 -2.7517 -3.1221 -0.04 -0.03 0.04 0.37
C -3.7235 0.1146 -4.2442 0.06 -0.02 0.06 -1.21
C -4.5055 1.1947 -3.5248 -0.01 -0.12 0.16 0.53
C -5.9091 0.7517 -3.1524 -0.01 -0.02 0.05 -1.20
O -3.8064 1.7267 -2.3616 0.09 -0.04 -0.14 -0.44
P -3.1242 1.0370 -1.1140 -0.31 0.37 0.36 0.81
S -2.8024 2.3789 0.2502 0.08 -0.24 -0.18 -0.42
S -1.4879 -0.0637 -1.7406 0.29 0.18 0.05 -0.55
O -4.2184 -0.0623 -0.7496 0.06 -0.24 -0.09 -0.30
C -4.1544 -1.2040 0.1560 0.10 0.08 -0.03 0.43
C -3.7914 -2.4572 -0.6200 -0.01 0.02 -0.06 -1.02
C -3.2605 -0.9764 1.3602 0.07 0.02 -0.03 -1.25
H -4.2350 -0.1316 -5.1779 0.01 0.02 0.06 0.47
H -3.6642 -0.7935 -3.6383 0.00 0.03 -0.04 0.16
H -2.7108 0.4460 -4.4743 -0.05 -0.02 -0.01 0.29
H -4.5701 2.0721 -4.1622 0.01 0.11 -0.07 0.30
H -5.8983 -0.2284 -2.6749 -0.01 0.05 0.00 0.16
H -6.5224 0.6957 -4.0548 0.04 -0.01 0.03 0.46
H -6.3629 1.4662 -2.4655 -0.01 0.00 -0.05 0.33
H -5.1845 -1.2909 0.4922 -0.13 0.03 0.05 0.20
H -2.7416 -2.4425 -0.9155 -0.04 -0.02 0.01 0.06
H -4.4089 -2.5458 -1.5173 0.03 0.00 0.07 0.28
H -3.9688 -3.3335 0.0088 0.02 0.05 -0.04 0.47
H -2.2104 -0.9014 1.0649 -0.06 0.00 0.03 0.13
H -3.3675 -1.8278 2.0372 0.00 0.04 -0.04 0.50
H -3.5332 -0.0646 1.8898 0.00 -0.03 -0.01 0.35
```
Forces are in eV/Å.


This record from OMol25 describes an isolated ion of composition C8H9F9N and charge +1. The level of theory is wB97M-V/def2-TZVPD.

As for the largest force on an atom: 0.073 hartree/bohr. The electronic energy is -34380.1243 eV. As for the SMILES: FC(F)(F)C(F)(F)C(F)(F)C(F)(F)[C@@H]1CCC[NH2+]1. Its net charge is +1. For the HOMO energy, the calculation gives -16.43 eV.

XYZ file:
```
27
Properties=species:S:1:pos:R:3:forces:R:3:mulliken_charge:R:1
F 3.6571 -1.8214 0.8117 -2.71 1.74 -0.29 -0.24
C 2.4653 -1.0755 0.6875 2.19 -2.93 0.77 0.56
F 2.0525 -0.8028 1.9860 0.18 -0.32 -2.91 -0.22
F 1.5723 -1.9505 0.0221 1.30 2.44 1.67 -0.22
C 2.8296 0.2026 -0.1908 2.20 0.18 -0.59 0.67
F 2.9435 -0.2444 -1.5217 -0.86 1.10 2.64 -0.24
F 4.1245 0.6581 0.1543 -2.98 -1.05 -0.27 -0.26
C 1.8634 1.4581 -0.0256 0.78 2.51 -1.14 0.55
F 2.4742 2.5125 -0.7569 -1.24 -2.29 1.34 -0.28
F 1.7627 1.9393 1.2931 -0.01 -1.65 -2.43 -0.25
C 0.4043 1.2938 -0.6531 -0.90 2.08 -0.05 0.67
F -0.2117 2.5848 -0.5373 1.04 -2.15 -0.10 -0.35
F 0.4613 1.0584 -2.0492 0.14 0.23 3.26 -0.27
C -0.5611 0.2844 0.1187 -0.39 -1.19 -2.41 -0.61
C -1.0996 -0.7069 -1.0577 -1.21 -1.77 1.78 -0.52
C -2.1363 -1.6133 -0.1848 0.35 1.64 1.54 -0.55
C -2.7765 -0.4086 0.7198 -2.52 -1.19 -1.41 -0.63
N -1.8975 0.8397 0.5877 0.69 -0.91 -1.01 0.01
H -0.2023 -0.2518 1.0506 0.33 0.59 -1.50 0.33
H -0.2762 -1.2961 -1.5895 -1.37 1.06 0.74 0.37
H -1.8439 -0.1785 -1.7557 1.79 -0.30 0.61 0.31
H -1.6629 -2.2929 0.6044 -0.42 0.48 -1.77 0.30
H -3.0101 -2.0736 -0.7641 1.65 0.43 0.84 0.37
H -3.6881 -0.1247 0.0812 0.91 -0.30 1.59 0.35
H -3.1138 -0.6842 1.7758 0.87 0.67 -1.47 0.32
H -2.3339 1.2811 -0.2449 0.59 0.82 1.19 0.44
H -1.7968 1.4123 1.4384 -0.42 0.08 -0.62 0.37
```
Forces are in eV/Å.